This record from the OMol25 dataset describes 10 unconnected molecules or ions with the total composition C24H44Cl18NO5S in a non-equilibrium geometry. The level of theory is ωB97M-V/def2-TZVPD.

```
! RIJCOSX wB97M-V def2-TZVPD def2/J DEFGRID3
* xyz 1 1
C 4.16 -1.35 3.35
C 3.10 -1.04 2.32
O 1.94 -1.84 2.49
C 1.00 -1.54 1.50
C -0.26 -2.32 1.81
O -1.08 -2.41 0.62
C -1.83 -1.33 0.39
C -2.89 -1.02 1.25
C -3.60 0.11 1.05
S -4.86 0.64 2.19
C -6.38 -0.09 1.73
O -5.00 2.05 1.97
O -4.43 0.22 3.49
N -3.32 0.91 0.00
C -2.33 0.62 -0.84
C -1.54 -0.50 -0.69
C -0.41 -0.76 -1.64
C 0.43 0.48 -2.01
C 0.72 1.47 -0.87
C 2.21 1.61 -0.55
O 2.51 2.89 -0.03
C 2.30 3.01 1.36
H 3.93 -0.87 4.30
H 4.27 -2.43 3.47
H 5.08 -0.91 2.97
H 3.50 -1.18 1.30
H 2.81 0.01 2.40
H 1.38 -1.86 0.52
H 0.80 -0.46 1.48
H -0.01 -3.33 2.12
H -0.83 -1.86 2.62
H -3.10 -1.65 2.10
H -7.11 0.45 2.33
H -6.41 -1.14 1.99
H -6.60 0.09 0.68
H -3.82 1.79 -0.16
H -2.14 1.33 -1.63
H -0.87 -1.15 -2.55
H 0.21 -1.57 -1.27
H 1.39 0.10 -2.36
H -0.01 0.98 -2.87
H 0.19 1.23 0.05
H 0.39 2.47 -1.16
H 2.48 0.87 0.22
H 2.83 1.45 -1.43
H 3.21 2.78 1.91
H 1.50 2.35 1.71
H 2.01 4.03 1.58
C -4.10 4.38 -1.91
Cl -2.35 4.20 -1.72
Cl -4.96 3.82 -0.46
H -4.34 5.42 -2.08
H -4.41 3.77 -2.75
C 0.34 -3.82 -4.29
Cl -1.29 -3.67 -3.62
Cl 1.38 -2.44 -3.92
H 0.80 -4.71 -3.87
H 0.26 -3.91 -5.37
C -2.13 2.59 4.72
Cl -2.16 3.92 5.88
Cl -0.64 2.60 3.75
H -2.17 1.65 5.26
H -2.98 2.68 4.05
C 8.05 -0.32 4.78
Cl 7.47 0.29 3.22
Cl 7.16 -1.76 5.28
H 9.10 -0.58 4.68
H 7.91 0.45 5.53
C -6.86 -3.56 -0.06
Cl -7.88 -2.34 -0.82
Cl -7.07 -3.62 1.69
H -7.11 -4.53 -0.47
H -5.82 -3.32 -0.27
C 1.44 -2.57 -8.32
Cl 2.22 -2.60 -9.90
Cl 1.80 -4.02 -7.37
H 1.80 -1.71 -7.77
H 0.37 -2.51 -8.47
C 0.83 1.35 -10.04
Cl -0.46 0.62 -10.98
Cl 0.84 0.78 -8.36
H 1.78 1.09 -10.49
H 0.69 2.43 -10.02
C 6.17 2.32 -0.06
Cl 5.54 2.92 -1.60
Cl 5.34 0.85 0.46
H 7.22 2.09 -0.19
H 6.03 3.08 0.69
C -0.74 -0.42 7.27
Cl -0.15 -0.37 5.60
Cl -0.28 -1.91 8.09
H -0.32 0.42 7.81
H -1.82 -0.37 7.25
*
```

## Properties
Orbital gap, eV: 7.89

Mulliken atomic charge list, values in e, 2 entries: atom 1 (C): -0.773, atom 2 (C): 0.000

This record from the OMol25 dataset describes a molecular structure, C24H44EuF7INO6P in a non-equilibrium geometry. The level of theory is ωB97M-V/def2-TZVPD.

```
! RIJCOSX wB97M-V def2-TZVPD def2/J DEFGRID3
* xyz 2 8
C -5.42 -3.63 2.78
C -5.11 -2.13 2.65
O -4.20 -1.94 1.57
C -4.11 -0.72 0.93
I -4.08 1.02 2.43
C -5.32 -0.52 -0.02
C -5.08 -0.91 -1.49
O -5.38 0.19 -2.34
C -6.01 -2.07 -1.90
F -7.28 -1.86 -1.49
F -5.57 -3.23 -1.37
F -6.02 -2.20 -3.24
O -2.86 -0.84 0.30
C -2.23 0.18 -0.41
P -2.96 1.88 -0.54
N -2.78 2.26 -2.17
C -0.77 0.35 0.12
O -0.89 0.99 1.34
C 0.26 1.08 2.19
C 1.00 2.40 1.99
C -0.01 3.57 2.20
C 2.26 2.53 2.92
C 3.53 2.66 2.05
C 2.47 1.37 3.90
O -0.24 -0.93 0.25
C 0.83 -1.36 -0.55
C 0.41 -1.46 -2.01
O 1.94 -0.51 -0.32
C 3.11 -0.84 -1.06
C 3.37 -0.06 -2.38
C 2.53 1.22 -2.54
C 4.89 0.17 -2.56
C 5.47 1.38 -1.77
C 5.34 0.25 -4.02
C 1.09 -2.81 0.01
F 1.67 -3.59 -0.96
F -0.11 -3.38 0.31
C 2.00 -2.87 1.26
F 1.61 -1.94 2.17
F 1.89 -4.11 1.81
H -4.98 -4.04 3.69
H -6.49 -3.81 2.83
H -4.99 -4.17 1.93
H -6.05 -1.60 2.48
H -4.66 -1.78 3.59
H -6.16 -1.10 0.36
H -5.67 0.52 0.03
H -4.07 -1.29 -1.69
H -4.60 0.48 -2.82
H -2.09 -0.15 -1.46
H -2.27 2.81 0.24
H -4.31 2.01 -0.28
H -2.23 3.11 -2.33
H -0.21 0.97 -0.61
H -0.14 1.07 3.21
H 0.89 0.19 2.09
H 1.32 2.46 0.94
H 0.45 4.40 2.73
H -0.37 3.92 1.23
H -0.89 3.23 2.75
H 2.14 3.46 3.50
H 3.34 3.21 1.12
H 3.87 1.65 1.78
H 4.33 3.19 2.57
H 3.44 1.49 4.39
H 2.51 0.40 3.38
H 1.71 1.34 4.68
H 0.10 -0.48 -2.41
H -0.42 -2.16 -2.12
H 1.22 -1.83 -2.64
H 3.14 -1.91 -1.30
H 3.95 -0.65 -0.38
H 3.10 -0.73 -3.20
H 2.09 1.55 -1.60
H 3.13 2.05 -2.93
H 1.72 1.07 -3.27
H 5.36 -0.76 -2.14
H 4.80 2.24 -1.76
H 5.68 1.09 -0.72
H 6.41 1.71 -2.23
H 5.19 1.24 -4.44
H 4.82 -0.53 -4.58
H 6.42 0.07 -4.09
H 3.05 -2.70 1.00
Eu 7.21 -0.77 -1.58
*
```

## Properties
Orbital gap (alpha / beta), eV: 1.58 / 1.80

Mulliken atomic charge list, values in e, 2 entries: atom 1 (C): -1.210, atom 2 (C): -0.232

This record from the OMol25 dataset describes 5 unconnected molecules or ions with the total composition C24H44F6N8P in a non-equilibrium geometry. The level of theory is ωB97M-V/def2-TZVPD.

```
! RIJCOSX wB97M-V def2-TZVPD def2/J DEFGRID3
* xyz 2 2
C -3.77 4.14 4.58
C -2.36 4.79 4.54
N -1.30 4.04 3.90
C -1.06 2.69 4.05
C -0.06 2.34 3.17
N 0.27 3.45 2.39
C -0.46 4.48 2.94
C 1.27 3.56 1.38
H -4.48 4.54 3.85
H -4.31 4.48 5.46
H -3.76 3.07 4.37
H -2.05 5.04 5.55
H -2.38 5.74 4.01
H -1.67 2.08 4.70
H 0.21 1.32 2.94
H -0.43 5.53 2.66
H 1.85 2.64 1.32
H 1.95 4.39 1.59
H 0.86 3.81 0.40
C -4.30 3.42 1.00
C -2.92 3.34 0.39
N -2.75 2.15 -0.38
C -2.93 2.10 -1.77
C -2.86 0.76 -2.18
N -2.44 0.06 -1.05
C -2.61 0.86 0.04
C -1.97 -1.31 -1.00
H -4.45 4.23 1.70
H -4.65 2.56 1.57
H -5.07 3.55 0.23
H -2.23 3.48 1.22
H -2.82 4.15 -0.33
H -3.32 2.98 -2.27
H -2.94 0.32 -3.17
H -2.44 0.54 1.06
H -2.11 -1.65 0.03
H -0.96 -1.31 -1.42
H -2.63 -1.91 -1.62
C 0.83 -8.75 1.31
C -0.39 -7.91 0.98
N 0.05 -6.63 0.29
C 0.80 -5.66 0.88
C 1.06 -4.65 -0.02
N 0.46 -5.01 -1.20
C -0.14 -6.29 -1.02
C 0.38 -4.22 -2.45
H 0.68 -9.78 1.66
H 1.30 -8.29 2.17
H 1.64 -8.97 0.61
H -0.91 -7.64 1.90
H -1.17 -8.40 0.40
H 1.05 -5.72 1.93
H 1.60 -3.72 0.07
H -0.79 -6.82 -1.70
H 0.48 -3.17 -2.19
H -0.54 -4.46 -2.98
H 1.26 -4.43 -3.06
C 4.40 -1.15 -2.70
C 4.79 0.12 -3.42
N 3.84 1.21 -3.06
C 4.17 2.47 -2.55
C 3.00 3.21 -2.39
N 1.95 2.37 -2.83
C 2.50 1.23 -3.38
C 0.59 2.69 -2.87
H 4.59 -1.15 -1.63
H 4.88 -2.04 -3.13
H 3.35 -1.36 -2.89
H 4.75 -0.09 -4.49
H 5.84 0.41 -3.32
H 5.16 2.76 -2.25
H 2.78 4.20 -2.04
H 1.90 0.42 -3.77
H 0.37 3.20 -1.93
H -0.01 1.79 -3.04
H 0.41 3.30 -3.75
P 1.60 -0.48 0.29
F 2.91 0.46 0.00
F 1.46 -0.88 -1.31
F 2.73 -1.66 0.50
F 0.39 -1.61 0.63
F 1.61 -0.10 1.85
F 0.52 0.77 0.05
*
```

## Properties
Orbital gap (alpha / beta), eV: 3.56 / 7.86

Mulliken atomic charge list, values in e, 2 entries: atom 1 (C): -0.989, atom 2 (C): -0.379

This record from the OMol25 dataset describes a molecular structure, C24H44MnN3OP2S in a non-equilibrium geometry. The level of theory is ωB97M-V/def2-TZVPD.

```
! RIJCOSX wB97M-V def2-TZVPD def2/J DEFGRID3
* xyz 2 5
Mn 0.12 0.10 0.10
P -0.18 -1.82 -1.52
P -0.08 2.58 0.43
N 1.06 0.86 -1.78
C 1.34 -1.53 -2.51
H 2.10 -2.25 -2.17
H 1.14 -1.78 -3.56
C 1.95 -0.12 -2.45
H 2.89 -0.16 -1.88
H 2.20 0.24 -3.46
C 1.67 2.25 -1.75
H 1.14 2.87 -2.49
H 2.72 2.19 -2.08
C 1.58 2.83 -0.34
H 1.82 3.90 -0.37
H 2.33 2.36 0.31
C 0.12 3.38 2.10
C 0.63 2.38 3.14
H 1.61 1.95 2.87
H -0.07 1.56 3.29
H 0.75 2.89 4.10
C -1.09 3.69 -0.64
C -2.59 3.61 -0.35
H -3.13 4.08 -1.18
H -2.85 4.16 0.57
H -2.94 2.58 -0.26
C -1.51 -2.09 -2.79
C -2.80 -2.64 -2.16
H -3.59 -2.61 -2.93
H -3.14 -2.02 -1.32
H -2.69 -3.68 -1.84
C 0.09 -3.41 -0.60
C -1.05 -3.71 0.38
H -0.63 -4.04 1.34
H -1.70 -4.52 0.00
H -1.69 -2.84 0.60
C -1.58 0.51 -1.23
C -0.57 5.14 -0.64
H 0.25 5.33 0.07
H -0.21 5.41 -1.64
H -1.38 5.85 -0.40
C -1.10 -2.88 -4.04
H -2.01 -3.16 -4.59
H -0.48 -2.28 -4.71
H -0.56 -3.81 -3.79
C 0.43 -4.60 -1.50
H 0.74 -5.44 -0.85
H -0.44 -4.94 -2.07
H 1.26 -4.39 -2.18
C -1.16 4.05 2.59
H -2.02 3.36 2.57
H -1.03 4.37 3.63
H -1.42 4.94 2.01
H 0.89 4.15 1.93
H 1.00 -3.17 0.00
H -0.93 3.28 -1.65
H -1.73 -1.06 -3.12
O -2.67 0.36 -0.71
H 0.11 0.94 -2.34
H -1.47 0.95 -2.34
N 3.56 -0.31 0.41
C 2.76 -0.83 1.40
N 1.43 -0.67 1.43
C 0.86 -1.29 2.56
C -0.51 -1.29 2.88
C -0.90 -1.96 4.05
C 0.05 -2.59 4.86
C 1.41 -2.59 4.52
C 1.80 -1.95 3.36
S 3.42 -1.82 2.64
H 3.43 0.68 0.19
H 4.52 -0.62 0.47
H -1.21 -0.77 2.22
H -1.96 -1.98 4.32
H -0.28 -3.10 5.77
H 2.17 -3.08 5.14
*
```

## Properties
Orbital gap (alpha / beta), eV: 7.84 / 8.38

Mulliken atomic charge list, values in e, 2 entries: atom 1 (Mn): 0.262, atom 2 (P): 0.882